(1)
DFT (ωB97M-V with the def2-TZVPD basis set) results for C26H30CrN3OP as an isolated structure.

Geometry as ORCA input:
```
! wB97M-V def2-TZVPD RIJCOSX def2/J DEFGRID3
* xyz 3 4
Cr 11.68938 9.60765 8.12868
O 11.93200 6.71588 5.01533
C 13.12455 7.30840 5.50276
C 13.32719 7.16655 6.98299
C 14.44571 6.48800 7.49227
C 14.49545 6.17374 8.87049
C 13.48404 6.72685 9.63904
C 12.41746 7.40598 9.07584
N 12.32567 7.70974 7.73247
H 11.98633 6.46261 4.10558
H 13.13454 8.39120 5.26873
H 13.99594 6.89563 4.92999
H 15.21641 6.10606 6.80189
H 15.20343 5.46128 9.18678
H 13.42034 6.54275 10.69799
H 11.49489 7.53096 9.65016
C 12.77184 15.65355 5.30028
C 12.02545 14.48231 4.96651
C 11.99063 13.39226 5.80713
C 12.84185 13.35101 6.93084
C 13.66344 14.47734 7.23206
C 13.64691 15.58074 6.37282
P 12.81831 11.93195 7.98176
C 14.48260 11.96311 8.74446
C 15.59558 12.29131 7.98389
C 16.84579 12.20885 8.53920
C 17.02571 11.71458 9.79154
C 15.90746 11.22840 10.55418
C 14.64328 11.36129 10.02848
C 11.58044 12.02588 9.29962
C 11.50108 13.14236 10.20423
C 10.51716 13.11546 11.19323
C 9.78954 11.98581 11.36003
C 9.95922 10.86844 10.55321
C 10.88644 10.84214 9.55040
H 12.62653 16.54684 4.73718
H 11.52833 14.50957 3.98886
H 11.40218 12.51008 5.65113
H 14.35386 14.54145 8.06519
H 14.38739 16.36664 6.60910
H 15.48128 12.48120 6.93388
H 17.67365 12.57303 7.95833
H 18.01364 11.57060 10.20336
H 16.05487 10.84103 11.54235
H 13.78256 10.96112 10.56821
H 12.20242 13.99094 10.19221
H 10.28882 14.01025 11.79354
H 9.08569 11.93463 12.16572
H 9.37341 9.96192 10.67085
N 8.59347 6.99357 4.67566
C 8.78502 8.41296 5.11091
C 9.39955 8.36360 6.49848
N 10.05167 9.60599 6.90110
H 8.73118 6.99904 3.63710
H 7.65587 6.65965 4.96078
H 9.40157 6.50195 5.10192
H 7.82748 8.97659 5.05749
H 9.46336 8.94348 4.44259
H 10.08761 7.52023 6.52987
H 8.55194 8.13029 7.10918
H 9.28624 10.26444 7.21281
H 10.34926 9.96022 5.97103
*
```

Calculated values
HOMO energy (spin up / spin down), eV: -16.265 / -16.229
Maximum force, eV/Å: 3.1

Results of the natural (NBO) charge analysis, in e, for atoms 1 through 2: 1.199, -0.761



(2)
DFT (ωB97M-V with the def2-TZVPD basis set) results for an isolated ion of composition CH3ClN3O and charge +1.

Geometry as ORCA input:
```
! wB97M-V def2-TZVPD RIJCOSX def2/J DEFGRID3
* xyz 1 1
C -0.81519 1.07203 -0.32143
N 1.51584 -0.87173 0.78616
N -0.54904 -0.17660 0.30936
N 0.33453 -1.07330 0.44892
O -0.05997 1.53645 -1.27410
Cl -0.36173 -2.80513 0.22703
H -1.71952 1.47531 0.24170
H 2.03833 -1.60937 1.22739
H -0.38324 2.45234 -1.64504
*
```

Calculated values
ΔE to the lowest compared entry with this formula, charge and spin, eV: 0.726
HOMO energy (spin up / spin down), eV: -15.805 / -15.806
Maximum force, eV/Å: 6.1

Results of the natural (NBO) charge analysis, in e, for atoms 1 through 2: 0.527, -0.245



(3)
DFT (ωB97M-V with the def2-TZVPD basis set) results for C37H36ClIrN7O2P as an isolated structure.

Geometry as ORCA input:
```
! wB97M-V def2-TZVPD RIJCOSX def2/J DEFGRID3
* xyz 3 2
Ir 0.24964 0.57722 0.08466
O -2.01177 -2.63673 -4.85246
C -0.82575 -3.18173 -4.56053
C -0.53869 -4.37094 -5.28573
C 0.49511 -5.30739 -5.14679
C 1.38968 -5.42589 -4.11785
C 1.47017 -4.53054 -2.92045
C 0.05411 -2.61188 -3.69585
C -0.17164 -1.42481 -2.88260
O 0.96717 -0.94184 -2.41408
N -1.30213 -0.99188 -2.50425
N -1.31899 -0.16778 -1.38053
C -2.51469 0.09107 -1.01491
C -2.76727 1.08368 -0.00083
C -4.06704 1.44675 0.28643
C -4.30045 2.56074 1.08414
C -3.20697 3.27540 1.52196
C -1.92813 2.81151 1.22527
N -1.68507 1.71461 0.51712
H -2.18712 -1.83047 -4.34185
H -1.28537 -4.59724 -6.04438
H 0.52663 -6.07662 -5.90886
H 2.04581 -6.29154 -4.11882
H 2.43299 -4.68129 -2.41919
H -3.34387 -0.35735 -1.55313
H -4.88602 0.87323 -0.12715
H -5.30672 2.87591 1.32418
H -3.32585 4.18605 2.09214
H -1.08335 3.38164 1.55328
Cl 1.70210 1.90630 -1.44493
C 3.30000 1.16686 -1.46959
C 4.24816 1.83958 -2.21701
C 5.54798 1.35775 -2.25951
C 5.87919 0.21019 -1.55455
C 4.90896 -0.46148 -0.82809
C 3.58553 -0.00556 -0.77488
P 2.35740 -0.92410 0.23157
C 1.79038 -2.32764 -0.85043
C 0.95213 -3.17751 -0.24195
C 0.18859 -4.30730 -0.77140
C 0.36187 -4.89754 -1.94725
C 1.44151 -3.07729 -3.37473
C 1.91081 -2.03753 -2.32939
C 3.44272 -1.89708 1.38933
C 3.72940 -3.23847 1.10264
C 4.58713 -3.97475 1.90701
C 5.19623 -3.39470 3.00715
C 4.94874 -2.06127 3.28682
C 4.08375 -1.32138 2.49676
H 3.97586 2.73737 -2.75672
H 6.29363 1.88322 -2.84071
H 6.89454 -0.16238 -1.56392
H 5.18087 -1.36003 -0.29069
H 0.84148 -3.03937 0.83190
H -0.56429 -4.71360 -0.10616
H -0.30147 -5.70670 -2.23171
H 2.09010 -3.01633 -4.26069
H 2.88731 -1.63474 -2.58327
H 3.31622 -3.72372 0.23690
H 4.77990 -5.00992 1.65842
H 5.86573 -3.97080 3.63148
H 5.42974 -1.58390 4.13017
H 3.96218 -0.28496 2.75769
C 2.59055 1.39126 2.07474
N 3.26641 2.09877 3.12154
C 2.48679 2.01548 4.36391
N 1.15401 2.57126 4.13244
C 0.48303 1.83474 3.10007
N 1.22863 1.92622 1.78524
C 1.42783 3.38837 1.44487
N 2.07709 4.08297 2.52071
C 3.40727 3.51424 2.75592
C 1.28439 3.98430 3.75400
H 2.44772 0.35935 2.37676
H 3.19353 1.43829 1.16677
H 2.99050 2.58367 5.14289
H 2.39952 0.97548 4.68392
H -0.52217 2.21842 2.98339
H 0.42075 0.78220 3.38452
H 0.47572 3.86199 1.23447
H 2.04449 3.45452 0.55186
H 3.89529 4.04851 3.56801
H 4.01163 3.60980 1.85250
H 0.29609 4.42042 3.59734
H 1.78549 4.52899 4.55096
*
```

Calculated values
ΔE to the lowest compared entry with this formula, charge and spin, eV: 4.248
HOMO energy (spin up / spin down), eV: -15.711 / -15.710
Maximum force, eV/Å: 3.6

Results of the Mulliken charge analysis, in e, for atoms 1 through 2: 1.192, -0.577



(4)
DFT (ωB97M-V with the def2-TZVPD basis set) results for C37H40F5O4P2STe5Ti as an isolated structure.

Geometry as ORCA input:
```
! wB97M-V def2-TZVPD RIJCOSX def2/J DEFGRID3
* xyz -2 2
Ti -1.06041 -0.84338 1.25181
Te -2.12042 -3.01007 2.58488
Te -2.62056 -5.54755 3.37997
Te 0.44834 -5.92959 1.12498
Te 0.00810 -3.31295 1.07010
O 1.13020 -0.50761 0.90386
P 1.92868 0.70914 0.58681
C 1.48161 1.20848 -1.12504
P -0.33463 1.56049 -1.09130
O -1.04055 0.55772 -0.25837
C -0.84203 1.44136 -2.81345
C 0.04491 1.67871 -3.86719
C -0.38342 1.56662 -5.17461
C -1.70366 1.24011 -5.45437
C -2.60358 1.05619 -4.41024
C -2.17942 1.16480 -3.10196
C -0.58112 3.23125 -0.50549
C -1.60389 3.49155 0.40875
C -1.88752 4.79178 0.77641
C -1.18027 5.84954 0.21301
C -0.18449 5.59632 -0.72309
C 0.11489 4.29967 -1.08346
C 3.69399 0.33369 0.54826
C 4.11874 -0.74355 -0.23408
C 5.44667 -1.12247 -0.23529
C 6.36564 -0.44234 0.55337
C 5.94456 0.61451 1.35403
C 4.61705 0.99742 1.35560
C 1.70449 2.16820 1.60764
C 2.30742 3.36538 1.18670
C 2.19842 4.50550 1.95327
C 1.48858 4.48202 3.14873
C 0.92955 3.29109 3.59520
C 1.06106 2.14043 2.84318
H 1.65499 0.35224 -1.78304
H 2.07288 2.05528 -1.47358
H 1.07855 1.92524 -3.66099
H 0.32225 1.72094 -5.98100
H -2.02793 1.13124 -6.47997
H -3.63584 0.81466 -4.62570
H -2.87298 1.01440 -2.28279
H -2.16050 2.66994 0.84731
H -2.66382 4.98784 1.50339
H -1.41307 6.86869 0.49268
H 0.35728 6.41819 -1.17647
H 0.88024 4.10345 -1.82572
H 3.40221 -1.28311 -0.84215
H 5.76766 -1.95435 -0.84754
H 7.40400 -0.74394 0.56088
H 6.65472 1.13333 1.98509
H 4.28758 1.81557 1.98331
H 2.86923 3.39260 0.25967
H 2.66308 5.42493 1.61718
H 1.37864 5.38670 3.73097
H 0.38139 3.26012 4.52626
H 0.64178 1.22327 3.22656
C 0.18555 -2.37262 5.36264
S 0.53093 -0.87579 4.38485
C 2.24206 -1.49597 3.96608
O -0.07150 -1.12773 3.01022
H 0.84311 -2.29530 6.22794
H 0.38692 -3.28088 4.79472
H -0.85132 -2.36636 5.68238
H 2.82786 -1.46985 4.88543
H 2.68473 -0.81412 3.23853
H 2.21960 -2.50431 3.55176
C -3.45733 -2.07496 -1.33244
C -2.22823 -3.00089 -1.24417
C -2.75668 -4.34409 -0.68862
C -1.06601 -2.32925 -0.46046
C -1.66975 -3.27560 -2.63944
C -0.79987 -4.35232 -2.82397
C -0.30587 -4.65944 -4.08077
C -0.64921 -3.88471 -5.18171
C -1.47820 -2.79024 -5.00488
C -1.98235 -2.49066 -3.74594
H -4.00937 -2.07058 -0.39470
H -4.13359 -2.43661 -2.11358
H -3.18106 -1.04053 -1.55103
H -3.44538 -4.19299 0.14610
H -1.97362 -5.01548 -0.33287
H -3.29942 -4.86481 -1.48119
H -0.31703 -1.94364 -1.17594
H -0.50746 -4.96105 -1.97568
H 0.34682 -5.51577 -4.19578
H -0.27426 -4.13351 -6.16799
H -1.74549 -2.16294 -5.84905
H -2.63063 -1.63296 -3.64826
F -1.51249 1.02743 2.45743
Te -3.07011 -0.31905 3.05609
F -1.33648 -0.25575 4.95206
F -4.81751 -1.40062 2.76290
F -3.63963 1.16015 4.34958
F -4.09029 0.91215 1.97133
O -2.71668 -0.94801 1.16544
*
```

Calculated values
ΔE to the lowest compared entry with this formula, charge and spin, eV: 5.566
HOMO energy (spin up / spin down), eV: -0.185 / -0.220
Maximum force, eV/Å: 6.3

Results of the Mulliken charge analysis, in e, for atoms 1 through 2: 1.270, -0.292



(5)
DFT (ωB97M-V with the def2-TZVPD basis set) results for one molecule with the formula C4H8O3.

Geometry as ORCA input:
```
! wB97M-V def2-TZVPD RIJCOSX def2/J DEFGRID3
* xyz 0 1
O 1.78707 -0.05141 -1.23182
C 1.71014 0.68127 -0.02494
C 0.67031 0.08872 0.92963
C -0.68744 0.20375 0.30758
O -1.12503 1.27891 -0.07465
C -1.47148 -1.02298 -0.07128
O -2.73042 -0.62579 -0.49526
H 1.07317 0.24132 -1.81408
H 1.46459 1.73495 -0.20147
H 2.69896 0.63516 0.43595
H 0.63744 0.66134 1.86372
H 0.92101 -0.95289 1.15560
H -0.82374 -1.40192 -0.88903
H -1.50950 -1.81684 0.68760
H -2.61509 0.34643 -0.57754
*
```

Calculated values
ΔE to the lowest compared entry with this formula, charge and spin, eV: 1.423
HOMO energy, eV: -10.310
Maximum force, eV/Å: 0.6

Results of the natural (NBO) charge analysis, in e, for atoms 1 through 2: -0.716, -0.053



(6)
DFT (ωB97M-V with the def2-TZVPD basis set) results for one molecule with the formula C5H9N2P.

Geometry as ORCA input:
```
! wB97M-V def2-TZVPD RIJCOSX def2/J DEFGRID3
* xyz 0 1
C 0.44016 2.08238 -0.39778
C -0.09534 -1.41760 0.36061
C 0.43812 0.84824 0.52770
C 0.98182 0.75002 -0.88694
C -0.69366 -0.03862 0.69495
N 0.35942 -1.45326 -1.05525
N 0.28183 -0.18189 -1.71231
P -2.04782 0.40891 -0.49530
H -0.53800 2.46851 -0.85932
H 1.08059 2.93852 -0.44289
H 0.69463 -1.75621 1.04730
H -0.87761 -2.17225 0.48559
H 1.10417 0.86541 1.41193
H 2.07106 0.69799 -1.03814
H -1.05529 -0.03753 1.75444
H 0.16830 -2.29049 -1.53168
H -2.39972 -0.85298 -0.19793
*
```

Calculated values
ΔE to the lowest compared entry with this formula, charge and spin, eV: 4.421
HOMO energy (spin up / spin down), eV: -8.021 / -7.873
Maximum force, eV/Å: 4.1

Results of the natural (NBO) charge analysis, in e, for atoms 1 through 2: -0.436, -0.244